1.
Formula: C24H54N8O8
Source: the Open Molecules 2025 dataset
Level of theory: ωB97M-V/def2-TZVPD

The value obtained for the total energy is -1986.734465 Ha. The value obtained for the LUMO energy is -1.3 eV.

Atoms and positions in Å:
N  3.45  -2.01  -0.98
C  -3.72  2.95  2.09
C  5.53  1.70  1.61
C  -3.46  3.67  -4.05
C  -5.63  2.74  0.51
H  -4.08  2.31  2.90
H  -1.81  -1.07  -4.09
H  -2.17  -3.84  -2.53
N  -1.46  -3.78  2.28
O  -6.43  3.22  1.34
H  -2.78  1.16  0.25
O  -2.56  -1.32  0.14
H  -0.20  5.10  2.05
N  -1.98  -1.83  -2.03
C  1.06  3.84  3.06
H  -0.01  -0.32  1.04
H  -2.78  -5.41  2.73
H  -3.52  3.34  -5.09
H  3.19  -0.39  -2.21
H  -2.77  2.77  -0.55
H  -0.59  -5.04  0.87
H  2.27  1.64  -3.58
N  -4.29  2.55  0.75
H  2.97  -0.61  3.32
H  -0.41  3.74  -2.67
H  -2.13  -4.53  4.13
H  0.71  0.93  1.95
H  -1.42  -0.15  -1.07
O  1.71  -2.84  0.14
H  1.73  -1.37  4.16
N  2.29  2.41  -2.92
H  -1.96  1.60  -4.80
C  -1.27  -4.19  0.90
H  -0.72  1.80  -3.71
C  2.21  -1.93  -0.50
H  -5.84  2.46  -0.54
C  -1.80  1.89  -3.76
H  -2.24  -4.51  0.50
H  -3.93  1.46  -1.05
H  4.32  2.01  3.23
C  -1.90  -4.93  3.15
N  -2.19  3.24  -3.46
C  3.08  -3.98  2.72
O  3.84  -2.72  4.60
O  -1.11  -2.35  4.05
C  0.48  4.28  1.82
C  3.99  -1.07  -1.94
H  -3.54  -2.67  -2.84
H  3.89  -3.98  1.99
H  2.04  3.26  -3.40
C  4.36  -3.02  -0.60
O  0.18  1.76  -1.11
H  -0.63  -2.31  -3.60
C  -3.39  1.93  -0.23
H  3.24  -4.88  3.30
H  -2.37  1.26  -3.07
H  4.42  -1.60  -2.80
C  -2.78  -3.01  -2.14
H  4.66  -0.42  -1.37
C  0.14  0.76  1.04
H  -3.68  4.74  -4.09
C  4.19  1.87  2.16
H  1.64  -1.04  -0.81
C  -1.10  -2.61  2.80
H  -0.69  -1.96  2.01
H  3.86  -3.96  -0.35
C  -1.41  4.15  -2.89
H  3.73  0.90  1.95
C  -2.01  -1.07  -0.91
C  2.34  -1.50  3.28
N  6.55  1.61  1.05
H  -0.10  3.45  1.41
H  -0.90  1.07  1.17
H  -2.65  2.95  2.29
H  5.00  -3.30  -1.44
H  5.10  -2.80  0.17
N  1.56  3.55  4.08
H  -4.15  3.90  2.38
H  1.34  4.60  1.24
H  1.69  -1.54  2.40
H  -1.21  -5.72  3.46
H  -3.22  -3.37  -1.21
H  3.27  2.43  -2.68
O  2.09  1.50  -0.15
H  2.17  -4.12  2.15
H  -0.54  -0.68  -3.00
C  0.83  1.44  -0.08
H  -4.30  3.23  -3.52
C  -1.24  -1.47  -3.26
C  3.11  -2.74  3.66
O  -1.72  5.35  -2.89
H  3.71  2.67  1.61
H  1.67  2.15  -2.17
H  -0.86  -3.40  0.29

2.
Formula: C6H6BrIO
Source: the Open Molecules 2025 dataset
Level of theory: ωB97M-V/def2-TZVPD

The value obtained for the total energy is -3179.100196 Ha. The value obtained for the LUMO energy is 0.3 eV.

Atoms and positions in Å:
C  -0.86  0.16  1.22
C  1.55  0.38  -0.56
H  0.78  1.16  -2.39
C  0.46  0.71  -1.46
C  -1.43  0.08  0.02
H  -2.43  -0.34  -0.06
O  -1.42  -0.25  2.37
H  -1.55  0.76  -2.00
H  0.09  0.64  1.40
C  1.76  -0.79  0.03
C  -0.84  0.53  -1.22
H  2.27  1.18  -0.38
H  -2.29  -0.64  2.19
I  0.69  -2.56  -0.35
Br  3.24  -1.04  1.20

3.
Formula: C31H33BCl2O2S
Source: the Open Molecules 2025 dataset
Level of theory: ωB97M-V/def2-TZVPD

The value obtained for the total energy is -2694.921310 Ha. The value obtained for the LUMO energy is -3.7 eV.

Atoms and positions in Å:
C  -3.10  -2.65  2.95
H  2.82  2.24  2.60
C  -2.25  -2.99  0.70
H  -4.51  3.01  0.11
H  -1.96  3.13  -2.27
H  5.92  5.42  0.55
C  -4.35  0.04  -1.93
C  0.52  -1.69  0.52
C  -1.58  2.80  -1.30
C  1.91  -1.13  0.72
H  2.74  -3.04  1.27
O  1.77  0.15  1.27
H  -0.23  1.61  2.13
Cl  -5.30  0.55  -4.41
C  -1.63  -4.54  2.49
O  2.00  0.35  -1.11
C  2.65  -2.03  1.69
B  1.62  1.00  0.11
C  2.73  2.15  0.41
C  4.12  -0.68  -0.54
H  3.65  -1.65  1.91
H  -3.34  -0.21  -0.04
H  -1.09  -4.82  0.42
C  4.20  3.60  1.51
Cl  -2.21  -4.06  5.08
H  4.67  4.10  2.34
H  -2.45  2.71  1.98
S  3.60  2.86  -0.89
H  1.29  -1.89  -2.09
C  -3.70  3.68  -0.21
H  -3.93  4.01  -1.23
H  6.19  4.51  -0.95
H  0.27  2.05  -2.11
H  -3.86  -1.62  1.24
C  -4.38  -0.35  -3.28
H  2.09  -2.10  2.63
H  2.90  -1.55  -2.72
C  4.52  3.89  0.20
H  -1.02  -2.86  -1.06
C  -2.78  -1.75  -1.45
C  -1.89  -2.43  -0.57
H  4.58  -1.65  -0.33
C  -2.36  3.01  -0.15
H  -4.97  0.87  -1.60
H  -3.65  -2.05  3.67
H  -0.03  -1.12  -0.24
C  -1.86  2.56  1.08
C  -0.33  2.18  -1.21
H  0.57  -2.74  0.22
H  4.55  -0.29  -1.46
C  2.61  -0.86  -0.71
H  -3.74  -1.80  -4.74
C  -3.16  -2.36  1.59
C  3.19  2.58  1.64
C  -3.51  -0.61  -1.04
C  -1.61  -4.19  1.15
C  0.15  1.74  0.01
C  -3.68  -1.49  -3.71
H  -3.72  4.56  0.45
H  -2.36  -3.09  -3.11
C  -0.61  1.93  1.16
H  -0.07  -1.62  1.44
H  4.35  0.02  0.28
C  -2.31  -3.71  3.40
H  2.69  -2.86  -1.54
C  5.44  4.94  -0.30
C  2.35  -1.86  -1.82
H  4.88  5.70  -0.86
C  -2.90  -2.19  -2.80
H  -1.10  -5.42  2.85

4.
Formula: C18H36O18
Source: the Open Molecules 2025 dataset
Level of theory: ωB97M-V/def2-TZVPD

The value obtained for the total energy is -2061.650582 Ha. The value obtained for the LUMO energy is 0.4 eV. Its SMILES is COC(=O)OC.COC(=O)OC.COC(=O)OC.COC(=O)OC.COC(=O)OC.COC(=O)OC.

Atoms and positions in Å:
H  -1.75  8.10  0.69
C  2.79  -2.77  2.40
H  1.22  2.32  -3.85
C  5.83  6.89  8.42
C  -2.92  7.32  3.67
H  -1.74  -4.33  -9.18
H  4.05  7.52  5.90
H  2.11  3.73  1.00
H  5.48  5.52  11.48
H  6.37  6.98  10.97
H  -6.24  -8.96  -0.46
O  -4.15  7.31  3.56
H  -4.29  -5.99  -4.25
H  -3.16  -3.92  -10.13
H  5.47  6.58  5.46
O  4.96  6.74  7.41
C  -1.90  -6.30  -10.90
H  -2.67  -6.43  -3.81
C  -1.68  -8.31  -12.16
O  -1.49  -6.93  -11.97
H  0.32  -2.05  2.94
H  -3.21  7.56  6.35
C  5.14  -2.89  1.78
O  1.62  -3.25  1.81
H  5.64  8.23  5.97
O  -2.28  6.79  4.71
O  0.84  2.30  0.14
O  -1.66  -5.00  -11.10
H  -2.75  -8.50  -12.24
C  0.99  1.46  -3.23
C  -2.07  -3.98  -10.16
H  5.85  -3.68  1.53
O  2.91  -2.02  3.37
H  5.32  -2.73  2.84
O  -4.00  -6.14  -2.22
H  -3.35  7.32  1.15
C  1.49  2.87  1.24
C  -3.50  -5.77  -3.54
H  -0.55  -2.84  1.69
C  -6.61  -7.95  -0.64
C  -2.28  7.38  1.31
C  6.08  5.97  10.69
H  -3.15  -4.75  -3.43
H  0.98  3.25  2.13
O  -5.55  -7.57  -3.14
C  -3.00  6.58  5.92
H  -7.14  -7.55  0.23
H  -3.95  6.05  5.87
O  2.50  2.78  -1.42
H  1.89  0.86  -3.35
O  0.64  1.64  -1.91
C  5.09  7.31  6.17
O  6.91  7.53  8.46
H  -1.35  -8.70  -13.13
H  -0.09  -3.80  2.91
O  5.32  6.14  9.48
O  -1.96  7.54  2.68
C  1.46  2.25  -1.09
C  -5.16  -6.95  -2.18
H  6.97  5.34  10.63
O  -2.51  -6.87  -9.95
H  -1.31  -9.03  -11.42
O  3.75  -2.93  1.46
H  5.63  -2.03  1.32
H  0.12  1.02  -3.72
H  2.21  2.16  1.65
H  -1.87  6.45  0.92
H  -2.36  6.08  6.65
O  -5.50  -7.04  -0.95
H  -1.70  -2.99  -10.40
H  -7.40  -7.93  -1.38
C  0.31  -2.96  2.34

5.
Formula: C3H5F3O3S3
Source: the Open Molecules 2025 dataset
Level of theory: ωB97M-V/def2-TZVPD

The value obtained for the total energy is -1837.004003 Ha. The value obtained for the LUMO energy (spin up / spin down) is 0.2 / -4.5 eV. Its spin multiplicity is 3. Its expectation value of S² is 2.010.

Atoms and positions in Å:
O  0.89  0.99  1.49
H  2.02  -0.41  2.18
O  -2.10  1.55  1.01
F  2.56  4.57  -0.62
C  3.05  3.58  0.08
S  1.22  -1.38  0.31
O  -0.49  2.47  -0.60
H  0.87  2.33  -1.33
C  0.24  -0.61  -1.07
C  1.41  -0.10  1.46
H  1.00  -0.34  -1.76
H  -0.21  0.32  -0.70
F  2.19  3.27  1.08
F  1.71  2.21  -1.55
S  -0.93  2.35  0.79
H  -0.44  -1.39  -1.52
S  4.39  2.75  -0.14

6.
Formula: C12H13N5O4
Source: the Open Molecules 2025 dataset
Level of theory: ωB97M-V/def2-TZVPD

The value obtained for the total energy is -1039.405796 Ha. The value obtained for the LUMO energy is 0.1 eV.

Atoms and positions in Å:
N  -0.96  -0.16  -0.75
O  -0.79  -1.81  3.70
C  1.01  0.31  -2.06
H  2.05  0.57  -4.43
H  -2.62  -0.29  0.19
C  2.27  0.24  -2.36
C  -0.50  1.35  3.68
C  -0.23  0.45  -2.66
C  -1.05  -1.51  1.33
H  3.96  0.38  -3.81
H  -0.60  -1.38  4.35
O  -0.44  1.05  4.86
H  0.49  -0.85  2.31
N  1.32  -0.13  0.09
C  -0.40  0.78  -4.05
C  0.50  0.03  -0.86
H  -2.25  -2.62  2.39
C  -1.37  0.50  2.62
H  -2.27  0.40  3.07
H  -1.33  0.87  5.22
O  -1.63  0.93  1.33
H  -0.98  2.46  3.55
N  3.03  0.53  -3.60
C  -1.34  0.29  -1.90
N  3.22  -0.10  -1.44
C  -1.61  -0.08  0.40
H  3.42  -0.60  0.55
N  -0.36  1.14  -5.26
C  2.73  -0.38  -0.21
H  0.56  1.71  3.12
O  -2.36  -2.13  1.43
C  -0.39  -1.15  2.57
H  -2.46  0.38  -2.16
H  -0.36  -2.12  0.72